{"formula": "C52H128F12N8O28S4", "method": "the ωB97M-V functional and the def2-TZVPD basis", "symbols": ["C", "O", "C", "C", "N", "H", "H", "C", "C", "O", "C", "H", "H", "H", "H", "H", "H", "H", "H", "H", "H", "H", "H", "H", "H", "C", "O", "C", "C", "N", "H", "H", "C", "C", "O", "C", "H", "H", "H", "H", "H", "H", "H", "H", "H", "H", "H", "H", "H", "H", "C", "O", "C", "C", "N", "H", "H", "C", "C", "O", "C", "H", "H", "H", "H", "H", "H", "H", "H", "H", "H", "H", "H", "H", "H", "C", "O", "C", "C", "N", "H", "H", "C", "C", "O", "C", "H", "H", "H", "H", "H", "H", "H", "H", "H", "H", "H", "H", "H", "H", "C", "O", "C", "C", "N", "H", "H", "C", "C", "O", "C", "H", "H", "H", "H", "H", "H", "H", "H", "H", "H", "H", "H", "H", "H", "C", "O", "C", "C", "N", "H", "H", "C", "C", "O", "C", "H", "H", "H", "H", "H", "H", "H", "H", "H", "H", "H", "H", "H", "H", "C", "O", "C", "C", "N", "H", "H", "C", "C", "O", "C", "H", "H", "H", "H", "H", "H", "H", "H", "H", "H", "H", "H", "H", "H", "C", "O", "C", "C", "N", "H", "H", "C", "C", "O", "C", "H", "H", "H", "H", "H", "H", "H", "H", "H", "H", "H", "H", "H", "H", "C", "F", "F", "F", "S", "O", "O", "O", "C", "F", "F", "F", "S", "O", "O", "O", "C", "F", "F", "F", "S", "O", "O", "O", "C", "F", "F", "F", "S", "O", "O", "O"], "positions_angstrom": [[-4.99041, 1.14174, -3.16439], [-5.62342, 0.10024, -2.41256], [-6.80864, -0.52147, -2.89275], [-7.01414, -1.88923, -2.25466], [-5.62455, -2.55485, -2.08133], [-5.13903, -2.44060, -2.95958], [-5.04152, -1.96515, -1.50475], [-5.64473, -4.02917, -1.52537], [-4.22723, -4.59973, -1.74325], [-3.32455, -3.90768, -0.85287], [-1.94980, -3.99248, -1.08115], [-5.40453, 2.13941, -3.01858], [-4.95546, 0.97631, -4.24119], [-3.96561, 1.14763, -2.79310], [-6.68432, -0.73283, -3.95481], [-7.68934, 0.09167, -2.70167], [-7.60980, -2.50275, -2.93059], [-7.44096, -1.81389, -1.25454], [-6.35750, -4.61895, -2.10175], [-5.88179, -3.83272, -0.47976], [-4.00035, -4.47025, -2.80149], [-4.24392, -5.67647, -1.57463], [-1.62282, -5.03101, -1.13252], [-1.45394, -3.53690, -0.22402], [-1.72384, -3.54326, -2.04824], [-8.58460, 2.43931, -7.59305], [-7.19773, 2.39366, -7.84889], [-6.44334, 3.12111, -6.88119], [-4.93104, 3.20003, -7.23486], [-4.40895, 1.69644, -7.33232], [-4.49245, 1.14385, -6.49104], [-4.98214, 1.18868, -7.99092], [-2.93212, 1.59330, -7.82382], [-1.99601, 2.37203, -6.89764], [-2.37215, 2.35884, -5.51499], [-1.41285, 3.14388, -4.66353], [-9.05933, 3.38058, -7.31600], [-8.91138, 1.70667, -6.85512], [-8.91055, 2.16769, -8.59707], [-6.66061, 2.75769, -5.87679], [-6.78102, 4.15741, -6.89265], [-4.31431, 3.65565, -6.46017], [-4.62246, 3.68233, -8.16236], [-2.90631, 1.99072, -8.83846], [-2.68849, 0.53164, -7.78345], [-2.04359, 3.43188, -7.14776], [-0.97934, 2.01556, -7.06319], [-1.46192, 2.77596, -3.63867], [-1.61096, 4.21551, -4.64222], [-0.39595, 3.00830, -5.03180], [-1.36444, 6.87292, 1.02866], [-2.38204, 6.16477, 1.75084], [-2.87347, 5.01213, 1.03869], [-3.75561, 4.29607, 2.05121], [-2.91754, 3.70812, 3.16351], [-2.24697, 3.05669, 2.78132], [-2.40918, 4.48247, 3.56607], [-3.60477, 3.05561, 4.32058], [-2.68472, 2.26073, 5.21595], [-1.68158, 1.49731, 4.52004], [-0.76256, 0.96813, 5.42445], [-1.86293, 7.34400, 0.18150], [-0.48777, 6.27649, 0.77604], [-1.14358, 7.71279, 1.68742], [-2.17278, 4.31658, 0.57680], [-3.42642, 5.40200, 0.18410], [-4.30631, 3.42898, 1.68653], [-4.48481, 5.03516, 2.38305], [-4.26350, 2.35135, 3.81247], [-4.14394, 3.87008, 4.80436], [-3.32749, 1.64068, 5.84083], [-2.13216, 2.94462, 5.86021], [-0.01247, 1.70467, 5.71251], [-0.21988, 0.12918, 4.98885], [-1.26952, 0.58112, 6.30837], [4.55653, -3.76764, 4.00606], [5.39280, -2.65310, 4.28486], [5.65227, -1.86259, 3.13936], [6.88465, -1.06847, 3.45116], [7.96570, -1.86876, 4.14580], [8.64704, -1.20876, 4.49259], [7.62374, -2.39502, 4.93714], [8.71183, -2.94602, 3.26313], [9.60046, -3.90124, 4.19986], [9.05472, -4.28510, 5.38831], [9.82687, -5.32885, 6.08312], [3.56401, -3.51235, 3.63479], [4.39066, -4.21760, 4.98490], [5.15372, -4.44763, 3.39854], [4.85200, -1.13623, 2.99765], [5.84747, -2.58332, 2.34529], [6.48037, -0.32321, 4.13617], [7.34180, -0.56269, 2.60070], [9.34362, -2.38024, 2.57842], [7.98024, -3.54000, 2.71535], [10.55397, -3.39088, 4.33574], [9.82663, -4.67832, 3.46972], [9.20481, -5.41193, 6.97432], [10.84929, -5.01609, 6.29511], [9.91089, -6.15576, 5.37796], [7.79030, 2.78526, 2.40947], [6.31326, 2.78563, 2.52612], [5.70862, 3.30034, 1.41009], [5.33156, 4.74975, 1.61801], [4.30742, 4.98293, 2.77784], [3.50115, 4.40182, 2.59801], [4.68254, 4.62792, 3.64579], [3.78410, 6.42003, 2.92264], [2.54203, 6.37190, 3.76843], [1.69529, 5.30355, 3.20142], [0.36491, 5.22547, 3.72695], [8.20244, 3.76553, 2.17008], [8.18385, 2.15766, 1.60988], [8.21252, 2.59805, 3.39678], [4.80228, 2.74737, 1.16335], [6.32567, 3.28102, 0.51176], [4.74413, 5.06092, 0.75417], [6.23643, 5.31397, 1.84377], [3.61823, 6.82239, 1.92328], [4.55556, 7.03652, 3.38403], [2.03180, 7.32666, 3.89565], [2.82824, 6.02542, 4.76147], [-0.04645, 4.28591, 3.35799], [-0.21454, 6.13897, 3.59334], [0.56068, 4.96254, 4.76649], [2.53515, -1.18203, -4.69789], [3.78505, -1.23161, -4.01097], [3.64267, -1.59342, -2.66719], [3.07553, -0.52274, -1.71293], [3.72610, 0.84511, -2.03315], [3.70729, 0.98657, -3.03302], [3.20098, 1.58034, -1.58171], [5.14124, 1.08430, -1.47103], [5.48619, 2.49160, -1.96862], [4.56769, 3.61627, -1.71779], [4.65722, 4.75140, -2.56633], [1.87857, -0.44582, -4.23419], [1.89047, -2.04296, -4.52102], [2.73709, -0.91528, -5.73528], [4.66943, -1.83696, -2.39415], [3.11026, -2.53992, -2.57351], [3.25017, -0.80775, -0.67544], [2.01589, -0.41101, -1.94265], [5.74979, 0.33611, -1.97894], [5.07675, 1.01547, -0.38512], [5.75133, 2.41870, -3.02337], [6.49857, 2.74426, -1.65340], [4.00282, 5.49375, -2.10940], [4.35438, 4.50634, -3.58434], [5.63832, 5.21316, -2.67728], [-0.32916, -3.35256, 5.60779], [-1.33193, -3.80307, 4.68873], [-0.79127, -4.90580, 3.96256], [-1.74651, -5.12396, 2.84969], [-3.20926, -5.08455, 3.28688], [-3.34560, -5.88404, 3.88882], [-3.48606, -4.30058, 3.86035], [-4.35825, -5.17922, 2.16251], [-4.41332, -6.61273, 1.56887], [-4.89214, -7.51346, 2.60736], [-4.86978, -8.87712, 2.31113], [0.04742, -4.16469, 6.22965], [-0.62986, -2.63192, 6.36829], [0.50528, -2.90413, 5.06861], [-0.68033, -5.79249, 4.58670], [0.19949, -4.67020, 3.57399], [-1.67119, -5.99438, 2.19791], [-1.61989, -4.37959, 2.06359], [-4.23639, -4.50347, 1.31598], [-5.30419, -4.90017, 2.62665], [-3.45415, -6.90757, 1.14325], [-5.09222, -6.74041, 0.72573], [-3.94535, -9.18137, 1.82026], [-5.66040, -9.07879, 1.58839], [-4.97632, -9.62769, 3.09432], [2.46729, 1.50686, 2.78301], [1.20985, 0.82896, 2.38984], [1.22759, -0.54682, 2.43730], [-0.15303, -1.10495, 2.09407], [-0.56089, -0.94823, 0.55557], [-0.15721, -1.65853, -0.03825], [-1.54231, -1.16847, 0.64717], [-0.17251, 0.40125, -0.06652], [-0.65917, 0.57529, -1.50208], [-0.45631, -0.59940, -2.32528], [-1.06780, -0.40773, -3.63453], [2.40884, 2.59400, 2.73011], [3.32987, 1.18511, 2.19946], [2.69553, 1.54845, 3.84804], [1.61429, -0.98526, 3.35727], [1.92624, -0.88959, 1.67409], [-0.94603, -0.82957, 2.78935], [-0.16204, -2.19023, 2.19504], [0.90548, 0.24185, -0.04156], [-0.57203, 1.18912, 0.57203], [-0.17542, 1.50869, -1.78989], [-1.71644, 0.83211, -1.43633], [-0.69852, 0.50229, -4.10737], [-2.15330, -0.35612, -3.55006], [-0.63792, -1.22398, -4.21508], [1.12280, 4.61150, -1.54563], [1.30010, 5.85215, -1.18878], [-0.17745, 4.36328, -1.89353], [1.91031, 4.31478, -2.57627], [1.50076, 3.53848, -0.02467], [0.23870, 3.52397, 0.71029], [1.93643, 2.26634, -0.63962], [2.54075, 4.18681, 0.72504], [-4.65525, 0.35217, 1.54824], [-5.74694, 0.79647, 0.92881], [-3.68479, 1.15546, 1.21795], [-4.82851, 0.38089, 2.84648], [-4.32866, -1.44078, 0.84124], [-3.84724, -1.19381, -0.52148], [-3.29621, -1.99949, 1.67853], [-5.66332, -2.05272, 0.91649], [-3.39024, -2.82002, -7.00988], [-4.16045, -3.86741, -7.26381], [-2.27585, -3.29681, -6.47803], [-3.19071, -2.18888, -8.14325], [-4.31135, -1.72558, -5.68789], [-4.33693, -2.42548, -4.39064], [-3.66075, -0.41129, -5.66289], [-5.61751, -1.57291, -6.30792], [3.46481, -4.36748, 0.21527], [3.73454, -5.61289, 0.59243], [3.78506, -3.43758, 1.16908], [4.15966, -4.07647, -0.87136], [1.56228, -4.11200, -0.26726], [1.27931, -4.64720, -1.59119], [0.74986, -4.86063, 0.73756], [1.25529, -2.69264, -0.20777]], "forces_ev_per_a": [[-0.1, -0.4, 0.2], [-0.1, 0.1, 0.2], [0.6, 0.1, -0.7], [1.7, -0.2, 0.9], [-2.4, -1.1, 0.1], [0.2, -0.6, -1.1], [0.3, 0.4, 1.0], [1.4, 2.1, -0.9], [-0.2, 0.7, 0.6], [-2.0, -0.5, 0.0], [0.0, -0.7, -0.7], [-0.4, 0.0, 0.4], [-0.1, -0.5, 0.0], [0.0, 0.1, -0.1], [-0.2, 0.4, -0.3], [-0.1, 0.1, -0.2], [0.0, 0.0, 0.3], [-0.1, -0.2, -0.1], [-0.2, 0.2, 0.3], [-0.2, -0.7, -0.1], [0.5, 0.2, -0.1], [0.1, -0.2, 0.3], [0.2, -0.2, 0.1], [0.0, 0.2, -0.3], [0.4, 0.3, 0.1], [-0.7, -0.9, -1.2], [1.7, 0.9, 1.2], [0.2, 0.9, -1.0], [-0.1, -2.7, 0.6], [1.3, 2.0, -1.3], [0.2, -0.2, 1.0], [-0.5, 0.0, -0.5], [-1.2, -0.2, 1.5], [-0.4, 1.3, 0.4], [1.2, 0.3, 1.0], [-0.8, -1.0, -1.1], [0.7, 0.5, -0.1], [0.2, -0.2, 0.0], [-1.0, -0.1, 0.4], [0.5, -0.3, 0.2], [-0.1, 0.3, 0.1], [-0.4, -0.1, 0.3], [-0.7, -0.2, -0.2], [0.1, -0.1, 0.1], [-0.2, 0.1, -0.2], [0.3, 0.2, -0.6], [0.1, -0.1, 0.1], [-0.3, -0.2, -0.2], [-0.4, 0.0, -0.3], [0.0, -0.1, -0.1], [-1.1, 0.8, 0.6], [0.8, -1.7, -0.3], [-0.4, 0.6, 0.3], [-0.6, -0.5, -0.5], [0.2, 1.2, 0.5], [0.5, -0.3, -0.3], [0.7, 0.5, -0.2], [-0.6, -0.8, -1.7], [1.2, 0.5, 0.3], [-1.7, 0.6, -0.8], [0.6, -0.6, 0.6], [0.4, -0.2, -0.5], [-0.1, -0.1, 0.0], [0.5, -0.1, 0.0], [0.9, 0.2, 0.4], [-0.7, -0.2, 0.0], [0.0, 0.3, -0.5], [0.2, -0.2, 0.8], [-0.5, 0.2, 0.4], [-0.1, -0.5, 0.4], [0.1, -0.2, 0.1], [-0.1, 0.2, 0.4], [0.0, 0.2, 0.2], [-0.2, 0.1, -0.3], [0.0, 0.1, 0.2], [0.4, -0.3, 1.2], [-0.1, 0.9, 0.1], [0.6, -1.5, 0.4], [0.1, 0.4, 0.8], [0.3, -0.8, -1.7], [0.4, 0.1, 0.2], [-0.6, -0.2, 0.5], [0.0, 0.1, 2.0], [0.5, 1.6, -2.2], [-0.4, 0.0, 0.2], [-0.7, 1.1, -0.8], [0.3, 0.1, -0.5], [0.1, -0.2, -0.1], [-0.6, -0.3, -0.4], [-0.2, -0.2, -0.7], [-0.5, 0.4, -0.7], [0.8, 0.2, 0.4], [-0.1, -0.1, 0.0], [0.0, -0.2, 0.0], [-0.2, 0.3, 0.2], [0.3, 0.2, 0.2], [0.0, -0.8, 0.2], [0.6, -0.9, -0.1], [-0.1, 0.4, 0.2], [-0.4, -0.5, 0.5], [-0.6, 0.9, 0.5], [2.6, -1.0, 0.8], [-1.2, 0.8, -0.7], [-1.1, 0.4, 0.5], [1.1, 0.4, -0.9], [-0.8, -0.2, -0.6], [0.4, 0.2, 0.5], [0.5, -0.3, -0.4], [-1.0, -1.9, 0.1], [0.5, 1.6, -0.4], [1.7, -0.9, 1.1], [-0.5, 0.4, -0.1], [-0.4, -0.6, 0.2], [-0.2, -0.6, -0.2], [-0.2, -0.2, 0.1], [0.2, 0.0, 0.0], [0.5, 0.4, -0.1], [-0.3, 0.4, -0.1], [-0.1, -0.3, 0.0], [0.0, -0.2, 0.1], [0.0, 0.0, -0.4], [0.0, 0.1, 0.4], [-0.3, 0.4, -0.8], [-0.1, -0.2, -0.1], [-0.7, 0.6, 0.7], [-0.4, 0.6, 0.6], [-0.8, 0.5, -0.2], [1.3, -0.5, 0.4], [0.3, 0.4, -1.6], [0.8, -1.6, 1.6], [0.2, -0.1, -0.5], [-1.2, 0.7, 0.2], [-2.1, 0.9, -1.4], [1.2, 1.5, -0.9], [0.9, -2.4, 0.7], [0.2, 0.1, -0.4], [0.1, 0.9, -0.1], [0.6, -0.8, -0.5], [-0.2, -0.4, 0.1], [0.1, 0.0, 0.4], [-0.5, 0.1, 0.2], [-0.1, 0.2, -0.1], [-0.1, 0.2, 0.4], [0.5, 0.2, 0.5], [0.0, -0.3, -0.2], [-0.9, -0.1, -0.6], [0.1, 0.2, 0.9], [0.0, -0.1, -0.3], [-0.3, 0.0, 0.0], [0.4, -0.3, 0.5], [0.2, -0.1, 0.4], [0.9, 0.3, 0.9], [-0.3, 0.0, 0.4], [-1.5, 0.5, -2.4], [-1.1, -0.4, -1.6], [-0.4, -0.6, 0.2], [0.6, 0.7, 0.1], [0.5, -1.5, -0.3], [-0.7, -0.8, 1.4], [1.1, 1.6, 0.8], [0.1, -1.1, -2.0], [0.1, -0.4, -0.3], [-0.9, 0.2, -0.5], [0.2, 0.0, -0.2], [-0.1, 0.0, 0.3], [0.0, 0.0, -0.3], [0.4, -0.6, 0.8], [-0.2, 0.6, 0.4], [0.9, 0.4, 0.4], [0.2, -0.2, 0.4], [0.4, -0.2, 0.3], [-0.3, 0.8, -0.1], [0.4, 0.2, -0.2], [-0.2, -0.2, -0.1], [-0.3, 1.0, 0.8], [-1.1, 0.0, 0.1], [1.4, 2.9, 1.4], [0.1, -1.1, -1.1], [0.5, -1.0, -1.4], [-0.6, 1.7, 2.5], [0.7, -0.9, 0.0], [-1.0, 0.3, -0.6], [-0.2, -2.2, 0.0], [-0.7, -0.8, 0.7], [0.0, 2.0, 0.6], [1.0, -0.2, 0.7], [-0.9, 0.0, -1.3], [-0.1, -0.3, -0.1], [-0.1, -1.6, 0.5], [-0.3, 0.1, 0.5], [0.2, -0.5, -0.3], [-0.2, 0.9, -0.6], [0.5, -0.1, 0.0], [-0.1, 1.0, 0.1], [0.6, 0.0, -0.1], [0.4, -0.2, -0.8], [-0.4, -0.3, -0.3], [0.0, 0.3, 0.1], [0.1, -0.4, -0.2], [-0.8, -0.2, -0.1], [-0.4, -1.9, 1.0], [-0.3, 1.1, -0.3], [1.1, 0.6, 0.0], [-0.5, 0.1, 0.0], [-0.8, -0.9, -0.3], [0.5, -0.3, -0.8], [-0.6, 0.9, 0.6], [1.0, 0.5, -0.2], [-1.2, -3.0, -2.0], [-0.3, 0.2, 0.3], [1.9, 1.3, -0.1], [-0.1, 0.0, 1.1], [-1.6, 0.8, -0.8], [-0.1, 0.6, 1.1], [0.7, -0.2, 1.0], [1.6, 0.6, 0.1], [-1.4, -0.5, 1.9], [-0.4, -0.1, 0.0], [0.9, 0.4, -0.2], [0.5, 0.7, -0.1], [-1.7, 0.6, -0.9], [1.0, 0.2, -1.5], [1.1, -0.6, 0.2], [0.2, -0.6, 0.2], [-2.2, 0.5, -0.7], [-0.1, 1.1, 0.3], [0.0, -1.0, -0.4], [0.6, 0.0, -0.1], [-3.7, -3.1, 0.2], [1.8, 0.4, 0.6], [2.0, 1.1, -0.2], [1.6, 1.2, 0.4]], "lowdin_charge": [-0.07, -0.20, -0.18, -0.05, 0.06, 0.06, 0.06, -0.03, -0.16, -0.23, -0.08, 0.09, 0.06, 0.08, 0.11, 0.13, 0.14, 0.13, 0.14, 0.10, 0.12, 0.12, 0.10, 0.06, 0.10, -0.09, -0.18, -0.19, -0.02, 0.09, 0.09, 0.16, -0.05, -0.21, -0.22, -0.04, 0.10, 0.09, 0.10, 0.12, 0.13, 0.11, 0.14, 0.14, 0.11, 0.12, 0.13, 0.06, 0.09, 0.08, -0.07, -0.20, -0.18, -0.07, 0.07, 0.15, 0.15, -0.07, -0.17, -0.19, -0.10, 0.10, 0.07, 0.10, 0.11, 0.14, 0.12, 0.15, 0.12, 0.16, 0.14, 0.13, 0.09, 0.07, 0.10, -0.07, -0.19, -0.22, -0.10, 0.09, 0.17, 0.15, -0.01, -0.25, -0.19, 0.00, 0.08, 0.10, 0.10, 0.13, 0.11, 0.14, 0.13, 0.13, 0.12, 0.13, 0.13, 0.11, 0.10, 0.10, -0.04, -0.18, -0.27, -0.05, 0.09, 0.09, 0.17, -0.07, -0.14, -0.24, -0.07, 0.09, 0.09, 0.09, 0.10, 0.12, 0.11, 0.14, 0.14, 0.14, 0.14, 0.13, 0.07, 0.09, 0.09, -0.06, -0.16, -0.22, -0.06, 0.08, 0.16, 0.07, -0.04, -0.17, -0.21, -0.09, 0.06, 0.10, 0.11, 0.12, 0.12, 0.12, 0.10, 0.14, 0.12, 0.13, 0.12, 0.09, 0.10, 0.10, -0.09, -0.18, -0.20, -0.09, 0.12, 0.16, 0.16, -0.01, -0.17, -0.19, -0.11, 0.10, 0.09, 0.07, 0.14, 0.12, 0.14, 0.11, 0.08, 0.14, 0.12, 0.13, 0.09, 0.09, 0.10, -0.04, -0.18, -0.25, -0.02, 0.11, 0.08, 0.10, -0.09, -0.19, -0.18, -0.05, 0.05, 0.08, 0.09, 0.12, 0.11, 0.12, 0.11, 0.09, 0.12, 0.10, 0.12, 0.07, 0.08, 0.10, -0.63, 0.17, 0.10, 0.14, 0.54, -0.31, -0.33, -0.31, -0.69, 0.14, 0.13, 0.15, 0.53, -0.32, -0.32, -0.30, -0.67, 0.15, 0.14, 0.17, 0.56, -0.32, -0.37, -0.32, -0.59, 0.16, 0.06, 0.13, 0.53, -0.30, -0.36, -0.36], "fmax_ev_per_a": 4.8, "total_charge": 4, "e_above_lowest_kcal_mol": 75.8, "lumo_ev": -7.01, "homo_lumo_gap_ev": 8.564}